[1]
The following is a quantum chemistry calculation of 2 unconnected molecules or ions with the total composition C6H12O, from OMol25.

Output
energy: -8462.153 eV
HOMO-LUMO gap: 9.83 eV
SMILES string: C=COC.C=CC
multiplicity: 1
energy above the lowest of the compared OMol25 structures with the same formula, charge and spin: 212.3 kJ/mol

CARTESIAN COORDINATES (ANGSTROEM)
C 1.32018 1.95630 0.18904
C 1.14110 0.87852 0.94979
O 1.37507 -0.41640 0.63465
C 2.05184 -0.64297 -0.58252
H 1.07898 2.93090 0.59805
H 1.65634 1.91643 -0.84157
H 0.75846 0.94602 1.96498
H 3.04562 -0.17685 -0.55413
H 1.49448 -0.24241 -1.43926
H 2.15134 -1.72452 -0.68823
C -1.96558 0.77082 -0.10982
C -1.95290 -0.42605 0.46741
C -1.57800 -1.70706 -0.21755
H -1.68861 0.90257 -1.15470
H -2.22829 1.67064 0.44029
H -2.21955 -0.50596 1.52230
H -2.43508 -2.38983 -0.27250
H -1.22512 -1.52010 -1.23781
H -0.78027 -2.22004 0.33156

Here is what Mulliken gives for the atomic charges, in e: atom 1 (C): -0.7560, atom 2 (C): 0.0688, atom 3 (O): -0.2924, atom 4 (C): -0.8782, atom 5 (H): 0.2638, atom 6 (H): 0.2614, atom 7 (H): 0.3803, atom 8 (H): 0.4032, atom 9 (H): 0.3300, atom 10 (H): 0.2241, atom 11 (C): -0.7688, atom 12 (C): 0.1205, atom 13 (C): -0.9682, atom 14 (H): 0.2245, atom 15 (H): 0.2812, atom 16 (H): 0.3080, atom 17 (H): 0.3562, atom 18 (H): 0.2466, atom 19 (H): 0.1951

***

[2]
The following is a quantum chemistry calculation of 2 unconnected molecules or ions with the total composition C6H12O, from OMol25.

Output
energy: -8461.666 eV
HOMO-LUMO gap: 10.04 eV
SMILES string: CCC[C@H]1CC1=O.[H][H]
multiplicity: 1
energy above the lowest of the compared OMol25 structures with the same formula, charge and spin: 259.4 kJ/mol

CARTESIAN COORDINATES (ANGSTROEM)
C 0.62336 1.33055 2.56882
C 0.17107 0.26814 1.57184
C -0.11104 0.85214 0.18701
C -0.50885 -0.22694 -0.79975
C -0.29317 -0.03189 -2.33417
C 0.55499 -0.92526 -1.52963
O 1.51664 -1.64424 -1.47861
H 1.54518 1.81687 2.22891
H -0.14057 2.10783 2.68822
H 0.81801 0.89676 3.55487
H -0.73330 -0.23171 1.94521
H 0.93832 -0.51119 1.47594
H 0.79197 1.36012 -0.18103
H -0.89781 1.61659 0.24663
H -1.39530 -0.80413 -0.53209
H 0.11634 0.91387 -2.68554
H -1.03282 -0.47843 -2.99642
H -1.34831 -3.11477 -2.01333
H -0.61472 -3.19432 -1.91688

Here is what Mulliken gives for the atomic charges, in e: atom 1 (C): -1.2235, atom 2 (C): -0.3074, atom 3 (C): -0.7400, atom 4 (C): -0.0821, atom 5 (C): -0.5718, atom 6 (C): 0.3259, atom 7 (O): -0.5448, atom 8 (H): 0.3162, atom 9 (H): 0.3111, atom 10 (H): 0.3529, atom 11 (H): 0.3096, atom 12 (H): 0.2963, atom 13 (H): 0.3031, atom 14 (H): 0.3455, atom 15 (H): 0.3967, atom 16 (H): 0.2518, atom 17 (H): 0.2519, atom 18 (H): 0.0793, atom 19 (H): -0.0705

***

[3]
The following is a quantum chemistry calculation of a molecular structure, C6H12O, from OMol25.

Output
energy: -8460.324 eV
HOMO-LUMO gap (spin up / spin down): 7.59 / 7.71 eV
multiplicity: 1
energy above the lowest of the compared OMol25 structures with the same formula, charge and spin: 388.8 kJ/mol

CARTESIAN COORDINATES (ANGSTROEM)
C 2.02641 -0.20833 0.97774
C 1.50855 -0.55374 -0.41890
C 0.56614 0.48096 -0.96683
C -0.60634 0.22708 -1.64193
C -1.85132 0.34875 -0.18734
C -1.59154 -0.57445 0.99297
O -1.96292 1.59628 0.32062
H 2.72875 -0.96601 1.33906
H 1.20266 -0.12877 1.69273
H 2.55088 0.75435 0.96827
H 1.01636 -1.53518 -0.41374
H 2.37978 -0.67340 -1.08379
H 0.82440 1.52168 -0.76542
H -0.78923 -0.78312 -2.00506
H -1.01780 0.99083 -2.30362
H -2.55480 -0.95723 1.36686
H -1.10909 -0.08996 1.85644
H -1.01845 -1.44750 0.67603
H -2.35049 2.17937 -0.35003

Here is what Mulliken gives for the atomic charges, in e: atom 1 (C): -1.0678, atom 2 (C): -0.2577, atom 3 (C): -0.1720, atom 4 (C): -0.7941, atom 5 (C): 0.1177, atom 6 (C): -0.9064, atom 7 (O): -0.4208, atom 8 (H): 0.3467, atom 9 (H): 0.2022, atom 10 (H): 0.3024, atom 11 (H): 0.2691, atom 12 (H): 0.3176, atom 13 (H): 0.2783, atom 14 (H): 0.2672, atom 15 (H): 0.3358, atom 16 (H): 0.3384, atom 17 (H): 0.2110, atom 18 (H): 0.2759, atom 19 (H): 0.3567

***

[4]
The following is a quantum chemistry calculation of a molecular structure, C6H12O, from OMol25.

Output
energy: -8460.044 eV
HOMO-LUMO gap: 8.32 eV
multiplicity: 1
energy above the lowest of the compared OMol25 structures with the same formula, charge and spin: 415.8 kJ/mol

CARTESIAN COORDINATES (ANGSTROEM)
C 2.47606 -0.81574 0.02028
O 1.46800 -0.07288 -0.64648
C 0.78698 0.76847 0.15473
C -0.26204 1.54465 -0.61739
C -1.48051 1.24748 0.25998
C -1.04440 -0.13054 0.74730
C -1.24361 -1.29270 -0.19020
H 2.01857 -1.61703 0.61702
H 3.06228 -0.16488 0.67637
H 3.11334 -1.25839 -0.74810
H 0.29474 0.25624 1.11603
H 0.00134 2.59963 -0.75422
H -0.39495 1.09857 -1.61207
H -2.44822 1.27760 -0.25662
H -1.52803 1.94309 1.10495
H -1.31169 -0.37657 1.78165
H -2.31012 -1.43604 -0.41320
H -0.72106 -1.14638 -1.14400
H -0.87301 -2.22514 0.25038

Here is what Mulliken gives for the atomic charges, in e: atom 1 (C): -0.6579, atom 2 (O): -0.1972, atom 3 (C): -0.3450, atom 4 (C): -0.5780, atom 5 (C): -0.6000, atom 6 (C): -0.1605, atom 7 (C): -1.1941, atom 8 (H): 0.2795, atom 9 (H): 0.3096, atom 10 (H): 0.2467, atom 11 (H): 0.2918, atom 12 (H): 0.3417, atom 13 (H): 0.2594, atom 14 (H): 0.3224, atom 15 (H): 0.2755, atom 16 (H): 0.4547, atom 17 (H): 0.3735, atom 18 (H): 0.2944, atom 19 (H): 0.2837

***

[5]
The following is a quantum chemistry calculation of 2 unconnected molecules or ions with the total composition C6H12O, from OMol25.

Output
energy: -8462.316 eV
HOMO-LUMO gap: 9.92 eV
SMILES string: C=CC=C.CCO
multiplicity: 1
energy above the lowest of the compared OMol25 structures with the same formula, charge and spin: 196.7 kJ/mol

CARTESIAN COORDINATES (ANGSTROEM)
C -0.62136 -0.63233 3.30300
C 0.41734 -0.98555 2.54861
C 0.26386 -1.78153 1.32190
C 1.32056 -2.20946 0.62747
H -1.62705 -0.93315 3.04539
H -0.49971 -0.07064 4.21890
H 1.42528 -0.72185 2.84129
H -0.73324 -2.02777 0.98466
H 1.22457 -2.99336 -0.11258
H 2.32817 -1.95406 0.92156
C 0.57676 1.06280 -2.81621
C -0.22256 1.90283 -1.82945
O -1.59167 1.87209 -2.17402
H 0.51270 1.46833 -3.82476
H 1.61326 1.02373 -2.48172
H 0.20157 0.03799 -2.79688
H 0.22266 2.90206 -1.85504
H -0.12803 1.41206 -0.85312
H -2.10843 2.47987 -1.64866

Here is what Mulliken gives for the atomic charges, in e: atom 1 (C): -0.8119, atom 2 (C): 0.0320, atom 3 (C): 0.1083, atom 4 (C): -0.8765, atom 5 (H): 0.2299, atom 6 (H): 0.2708, atom 7 (H): 0.2496, atom 8 (H): 0.2778, atom 9 (H): 0.2776, atom 10 (H): 0.2431, atom 11 (C): -1.0747, atom 12 (C): -0.1129, atom 13 (O): -0.5278, atom 14 (H): 0.3235, atom 15 (H): 0.3341, atom 16 (H): 0.2729, atom 17 (H): 0.2690, atom 18 (H): 0.2181, atom 19 (H): 0.2971

***

[6]
The following is a quantum chemistry calculation of a single C6H12O molecule at a distorted geometry, from OMol25.

Output
energy: -8459.311 eV
HOMO-LUMO gap: 7.76 eV
SMILES string: CCC/C=C/CO
multiplicity: 1
energy above the lowest of the compared OMol25 structures with the same formula, charge and spin: 486.5 kJ/mol

CARTESIAN COORDINATES (ANGSTROEM)
C -2.23800 2.41267 0.10405
C -1.37233 1.14847 0.39988
C 0.13276 1.35304 0.07031
C 1.01031 0.13178 0.71262
C 0.52107 -1.15510 0.68733
C 1.04309 -2.33817 -0.18073
O 1.20086 -1.82990 -1.56930
H -2.17762 2.90531 -0.81500
H -2.02952 3.26384 0.72618
H -3.25218 2.11496 0.08299
H -1.45603 1.12589 1.50884
H -1.72001 0.27947 -0.10521
H 0.54212 2.11305 0.70497
H 0.30801 1.54167 -0.99695
H 1.72741 0.54760 1.45328
H -0.55794 -1.30090 0.94630
H 0.14344 -3.04543 -0.09930
H 2.10161 -2.55583 0.02300
H 2.18244 -1.66655 -1.63547

Here is what Mulliken gives for the atomic charges, in e: atom 1 (C): -1.4579, atom 2 (C): -0.4275, atom 3 (C): -0.4398, atom 4 (C): -0.4825, atom 5 (C): -0.1321, atom 6 (C): -0.5077, atom 7 (O): -0.5037, atom 8 (H): 0.4338, atom 9 (H): 0.3650, atom 10 (H): 0.3736, atom 11 (H): 0.2324, atom 12 (H): 0.4264, atom 13 (H): 0.2845, atom 14 (H): 0.3555, atom 15 (H): 0.3159, atom 16 (H): 0.2595, atom 17 (H): 0.2648, atom 18 (H): 0.3251, atom 19 (H): 0.3147

***

[7]
The following is a quantum chemistry calculation of 2 unconnected molecules or ions with the total composition C6H12O2 at a distorted geometry, from OMol25.

Output
energy: -10507.140 eV
HOMO-LUMO gap: 8.98 eV
SMILES string: CC(=O)CO.C=CC
multiplicity: 1
energy above the lowest of the compared OMol25 structures with the same formula, charge and spin: 498.5 kJ/mol

CARTESIAN COORDINATES (ANGSTROEM)
C 1.07278 0.30181 -1.55191
C 1.01687 0.12721 -0.05466
O 1.92888 -0.35257 0.61107
C 0.47800 1.76517 0.63239
O -0.44474 2.53246 -0.09170
H 1.02729 -0.67901 -2.02623
H 2.03226 0.75794 -1.80643
H 0.25524 0.89328 -1.96049
H 0.13486 1.66843 1.66488
H 1.48538 2.18528 0.64637
H 0.00974 3.18692 -0.63584
C -1.70035 -0.97331 -0.62259
C -0.73947 -0.95858 0.29999
C -0.54440 -1.97763 1.36970
H -2.41800 -1.78728 -0.67978
H -1.82031 -0.17614 -1.34569
H -0.28093 0.25066 0.57947
H 0.48756 -2.32679 1.42998
H -0.81191 -1.58178 2.35389
H -1.16873 -2.85605 1.18758

Here is what Mulliken gives for the atomic charges, in e: atom 1 (C): -1.4464, atom 2 (C): 1.0830, atom 3 (O): -0.6543, atom 4 (C): -0.8313, atom 5 (O): -0.5077, atom 6 (H): 0.4021, atom 7 (H): 0.3720, atom 8 (H): 0.3484, atom 9 (H): 0.3574, atom 10 (H): 0.4765, atom 11 (H): 0.3301, atom 12 (C): -0.9202, atom 13 (C): 0.6689, atom 14 (C): -1.1755, atom 15 (H): 0.3030, atom 16 (H): 0.2608, atom 17 (H): -0.0107, atom 18 (H): 0.3007, atom 19 (H): 0.2583, atom 20 (H): 0.3850